1.
This record from the OMol25 dataset describes a 6-piece molecular cluster, C24H48O18 overall in a non-equilibrium geometry. The level of theory is ωB97M-V/def2-TZVPD.

Summary:
* total charge: 0
* SMILES: CCOC(=O)OC.CCOC(=O)OC.CCOC(=O)OC.CCOC(=O)OC.CCOC(=O)OC.CCOC(=O)OC
* molecular weight: 624.63 g mol⁻¹
* highest occupied orbital energy: -10.625 eV
* DFT total energy: -2297.4925 a.u.

```
90
C24H48O18 (ωB97M-V/def2-TZVPD)
H 2.980 0.168 -4.691
H -3.446 1.370 -5.639
C 1.304 -6.548 3.679
C 1.333 -1.003 2.410
H -0.845 2.963 1.371
H 0.848 -0.742 1.470
O 1.621 -2.361 2.428
O -2.609 -0.747 2.245
H -1.238 7.530 4.706
H 6.982 0.959 -0.918
H -1.213 5.397 6.664
C -1.409 -2.974 -0.121
H -1.578 -0.456 -1.398
H 3.020 5.439 -3.020
H -3.187 -3.716 -7.439
H -0.016 -4.199 0.818
C 1.219 -5.258 4.456
H -3.360 1.089 -3.867
C -0.190 1.048 -0.719
H 0.906 -7.296 4.365
H -0.396 7.433 6.356
O 1.491 0.381 -3.367
O 4.374 2.059 -1.207
O -1.855 5.301 4.612
O 2.338 -1.629 -2.575
H 4.563 5.638 -2.125
H -1.978 8.033 6.134
H -4.791 -5.171 -6.699
H -1.787 2.033 2.470
C -4.318 -4.606 -5.896
H 4.507 5.480 -3.839
O 4.082 4.131 -0.241
O -3.173 -0.571 -4.945
O 1.659 -4.245 3.667
H 0.696 -0.625 3.209
C 4.871 1.303 -0.064
O -4.094 -1.138 -6.927
H -0.993 1.660 -0.309
O 4.177 3.736 -2.491
C -3.701 -0.440 3.114
O -2.843 -2.749 -5.612
H 2.545 1.843 -4.404
H 0.926 -6.611 2.659
H 0.667 1.589 -1.122
H 0.335 0.605 0.127
C -3.037 -3.941 -6.383
C -0.719 0.074 -1.809
H -3.638 -1.108 3.973
H 2.255 -0.431 2.517
O 0.295 -0.997 -2.187
C 0.008 -3.494 -0.014
H -2.295 -4.734 -6.286
C 4.199 3.364 -1.197
O -0.446 3.533 5.098
H 3.494 1.072 -3.201
H 4.387 0.337 -0.210
H -1.694 -2.618 -1.111
C -3.761 0.730 -4.815
C 4.051 5.100 -2.924
H 0.315 -4.046 -0.902
H -5.066 -3.960 -5.435
H -2.873 5.905 6.224
O -1.513 -1.914 0.793
C -3.406 -1.463 -5.964
H -4.846 0.836 -4.779
H -2.174 -3.722 0.088
H -0.156 2.167 2.893
H -1.000 0.550 -2.749
C 6.368 1.166 -0.042
C -1.838 5.841 5.889
H 0.649 -2.622 0.110
H -4.101 -5.417 -5.201
H 4.590 1.678 0.921
C 1.026 -3.102 3.449
H 1.963 -5.373 5.245
C -0.959 2.742 2.432
H 0.187 -5.103 4.771
O -3.847 -2.083 0.831
H 6.781 2.107 0.320
O -1.446 3.919 3.063
H -3.753 0.627 3.328
C -1.296 7.269 5.763
H 6.688 0.404 0.669
H -4.652 -0.753 2.683
O 0.222 -2.596 4.237
C -2.785 -1.582 1.229
C 1.480 -0.799 -2.684
C -1.150 4.186 4.295
H 2.378 -6.733 3.660
C 2.694 0.880 -3.916
```

=====

2.
This record from the OMol25 dataset describes a 12-piece molecular cluster, C24H48O48S12 overall in a non-equilibrium geometry. The level of theory is ωB97M-V/def2-TZVPD.

Summary:
* total charge: 0
* SMILES: O=S1(=O)OCCO1.O=S1(=O)OCCO1.O=S1(=O)OCCO1.O=S1(=O)OCCO1.O=S1(=O)OCCO1.O=S1(=O)OCCO1.O=S1(=O)OCCO1.O=S1(=O)OCCO1.O=S1(=O)OCCO1.O=S1(=O)OCCO1.O=S1(=O)OCCO1.O=S1(=O)OCCO1
* molecular weight: 1489.40 g mol⁻¹
* highest occupied orbital energy: -10.672 eV
* DFT total energy: -9332.3756 a.u.

```
132
C24H48O48S12 (ωB97M-V/def2-TZVPD)
H 5.028 -3.350 1.076
O 0.617 -1.236 -6.110
H -2.083 0.039 2.954
S 0.633 3.446 -5.935
O 5.868 0.447 -2.123
H 5.211 0.886 -4.063
O -4.672 3.768 2.925
O 7.348 -1.485 -2.887
H -6.654 3.840 3.205
H -4.539 -5.734 1.283
O 4.939 -3.910 -0.862
C -5.931 4.216 2.481
H -2.626 4.654 -5.844
O 0.630 2.963 6.519
C 1.157 1.341 -1.134
O 2.591 -4.655 -0.797
S -1.711 -5.317 1.403
H -7.045 3.075 1.143
O -1.975 -0.897 -6.497
O 1.002 0.473 6.810
H 7.299 2.262 -4.290
O 8.048 -0.396 -0.719
C -3.277 -6.224 -0.524
H -4.384 -7.427 0.908
S -0.284 -0.685 -0.344
C -3.833 -6.487 0.932
H 2.528 -3.353 0.863
H -1.609 -4.741 -4.302
H -4.085 -2.207 -1.280
H -4.086 -0.297 0.375
O 0.932 1.659 4.462
C -1.830 3.945 -5.616
O -0.374 2.283 -6.360
O 0.968 7.509 -1.531
H 0.272 4.640 5.410
C -1.102 -1.125 4.582
C 1.390 4.543 0.533
H -0.335 2.784 3.312
H 5.134 -5.000 0.794
C 4.549 -4.133 0.489
O -1.636 -1.479 5.844
C 4.606 -1.901 4.277
O -0.612 -0.179 -1.849
S -3.032 -0.638 6.170
H 5.452 -0.042 4.510
O -0.023 5.416 -2.440
H -2.677 -6.955 -1.067
H 1.703 3.530 0.785
H -0.161 -0.575 4.591
C -1.049 -3.818 -4.458
O -0.642 4.507 -5.754
C -1.733 -2.650 -3.728
C 0.412 0.737 -2.366
C -2.266 -0.672 3.759
C -5.025 -0.779 0.102
H 2.727 -5.140 1.202
S 6.787 -2.352 3.064
O -2.288 -5.180 -0.189
O -0.346 5.923 0.005
O 1.173 3.210 -4.591
O 8.040 0.923 -2.955
H 4.942 2.164 -2.997
C 0.444 2.922 4.061
H -0.289 4.774 1.653
C -6.045 3.507 1.094
O -3.900 -1.556 6.884
H 2.185 0.983 -1.092
H -5.862 5.303 2.519
S 7.330 -0.301 -2.018
O 3.273 -2.729 -2.434
O -0.913 -3.335 -5.798
S 0.590 6.085 -1.309
H 1.255 3.337 3.462
O 0.868 -1.626 -0.183
O 6.003 -0.877 2.690
O -2.511 2.472 2.074
H -2.216 1.815 -5.910
C -1.711 2.647 -6.400
C -0.131 4.687 0.578
H -2.003 3.679 -4.573
H 0.060 1.334 -3.207
C 0.029 3.579 5.374
O -5.933 0.217 -3.354
H -0.629 3.871 0.055
H -4.045 -5.822 -1.184
C 7.139 1.940 -3.261
H -0.068 -3.860 -3.984
H -5.360 -2.980 -0.286
H 1.175 2.415 -1.319
C 5.664 1.372 -3.199
O -6.009 -1.882 -1.715
H -5.934 4.275 0.329
O 1.440 3.740 -7.136
H -5.577 -0.933 1.029
O -2.625 -6.586 1.741
H -1.671 -2.747 -2.644
S 3.631 -4.006 -1.958
O -3.290 4.559 0.992
C 3.012 -4.289 0.584
O 2.957 1.853 6.001
O -5.551 0.201 -0.739
O 7.483 -2.258 4.359
O -3.352 -0.331 4.562
O 3.991 -4.973 -3.079
S -3.639 3.336 1.668
C -5.002 -2.044 -0.715
O 1.859 5.117 -0.681
O -0.260 -5.700 1.351
H -1.938 2.699 -7.465
S 1.524 1.629 6.076
H 1.145 0.058 -2.800
O -7.827 -0.176 -1.608
S -0.801 -1.556 -5.782
S -6.417 -0.334 -2.043
H -2.533 -1.565 3.194
O 5.251 -2.846 3.385
O -0.980 -1.570 -4.153
H 4.945 -2.100 5.294
O -2.161 -4.175 2.250
O 0.380 0.924 -0.070
C 5.064 -0.576 3.643
H -2.787 -2.542 -3.985
H -1.060 3.576 5.426
O -1.504 -0.737 0.426
O -4.969 2.630 0.957
H 7.163 2.790 -2.580
H 4.323 -0.019 3.069
H 1.935 5.160 1.248
H 3.536 -2.106 4.300
O 7.358 -2.986 1.888
H -0.839 -2.162 4.375
O -2.732 0.630 6.920
```

=====

3.
This record from the OMol25 dataset describes a 5-piece molecular cluster, C24H49BNO12 overall in a non-equilibrium geometry. The level of theory is ωB97M-V/def2-TZVPD.

Summary:
* total charge: -1
* molecular weight: 554.46 g mol⁻¹
* highest occupied orbital energy: -5.228 eV
* DFT total energy: -1926.3365 a.u.

```
87
C24H49BNO12 (ωB97M-V/def2-TZVPD)
C -6.513 -6.034 -2.226
O -0.079 -3.407 -2.306
H 0.111 6.052 7.517
H 1.363 -0.915 -1.151
H 2.137 1.638 0.359
H -1.693 3.344 -2.117
H -4.728 -4.232 -1.517
C 5.286 1.417 -2.303
C -0.504 -6.213 -0.322
C 1.424 0.964 -0.132
H 0.796 3.907 -0.450
O -5.910 -6.627 -1.370
C 3.932 1.347 -1.585
C -1.869 -0.240 5.774
H -4.031 -5.308 -2.750
C -0.797 -2.650 -3.287
H -1.265 4.927 7.462
H -0.146 -1.827 -3.566
H 5.481 4.922 -2.731
C -1.325 -1.284 3.778
O -1.233 5.246 3.649
H -2.787 -0.812 5.900
C 2.590 0.003 -3.289
H -1.408 -0.066 6.743
H 3.040 -0.774 -3.910
O -1.827 -4.828 -2.139
H -9.312 -7.592 -2.429
H -2.792 4.050 2.953
H -1.719 -2.249 -2.872
H 6.627 4.936 0.448
H 2.653 -0.846 0.030
C -0.665 -2.364 1.833
H 4.105 1.412 -0.508
H 5.762 0.438 -2.353
O -7.747 -6.339 -2.651
H -1.150 3.504 2.507
C -8.327 -7.462 -1.990
O 0.069 -5.056 -0.934
C 5.792 3.576 -1.093
H 7.300 2.182 -1.635
H 3.294 2.177 -1.888
H 0.346 5.335 -2.019
C -0.050 3.241 -0.667
H -1.545 -3.007 1.813
O -0.361 -1.974 3.177
H -8.422 -7.275 -0.922
C 3.171 0.045 -1.855
C -0.720 -4.460 -1.829
H -0.721 -6.976 -1.068
C -1.793 4.368 2.659
H 0.364 4.366 7.011
N -0.507 4.939 -2.424
H -4.561 -3.677 -3.196
H 5.087 1.777 -3.324
C -1.084 4.721 4.853
O -0.915 -0.984 5.013
H 0.794 0.571 0.683
O -6.088 -4.982 -2.909
H 6.558 3.186 0.878
C -4.765 -4.534 -2.562
H -0.601 1.024 -1.322
H -0.720 3.162 0.197
H 2.719 0.977 -3.765
H 3.922 -0.754 -1.795
C -0.794 3.873 -1.786
C 6.083 3.992 0.324
H -1.010 -3.265 -4.159
C -0.325 5.208 6.990
H 0.243 -6.583 0.374
H -2.084 0.712 5.296
H -1.851 4.938 1.738
H -0.818 -1.491 1.200
H -7.730 -8.358 -2.156
C 4.911 4.508 -1.901
C 6.234 2.405 -1.626
O -2.392 -0.994 3.305
H 0.897 1.865 -2.300
C 2.136 -0.254 -0.739
H 0.196 -2.918 1.472
H 4.557 5.335 -1.281
O -0.544 5.650 5.652
H 5.096 4.140 0.774
H 4.023 3.995 -2.276
O -1.382 3.605 5.193
H 1.513 -0.143 -3.215
H -1.413 -5.954 0.218
B 0.414 1.727 -1.177
```